Formula: C5H6N
Source: the Open Molecules 2025 dataset
Level of theory: the ωB97M-V functional and the def2-TZVPD basis

Structure (XYZ):
```
12
Properties=species:S:1:pos:R:3:mulliken_charge:R:1
C 1.494 0.567 -0.207 -0.39
C -1.575 -0.639 -0.082 -0.42
C 1.203 -0.834 0.146 -0.25
C 0.026 0.521 -0.364 0.29
C -0.129 -0.851 -0.348 0.22
N -1.155 0.809 0.100 -0.19
H 1.926 1.406 0.539 0.28
H 2.123 0.609 -1.153 0.25
H -2.233 -0.805 -0.858 0.27
H -2.070 -0.879 0.879 0.27
H 1.672 -1.606 0.761 0.37
H -1.282 1.702 0.585 0.30
```

Properties
HOMO-LUMO gap = 10.0486 eV
net charge = +1
HOMO level = -15.04 eV

=====

Formula: C5H6N
Source: the Open Molecules 2025 dataset
Level of theory: the ωB97M-V functional and the def2-TZVPD basis

Structure (XYZ):
```
12
Properties=species:S:1:pos:R:3:mulliken_charge:R:1
C 0.810 0.545 -1.129 0.19
C 1.638 0.770 -2.123 -0.31
C -0.568 0.225 -0.681 0.48
C -1.696 -0.175 -1.123 -0.65
C 0.777 -0.469 1.382 -0.72
N 0.313 0.466 0.357 0.03
H -2.311 -0.391 -0.220 0.26
H -2.058 -0.084 -2.139 0.31
H 0.610 -1.554 1.088 0.32
H 1.836 -0.474 1.691 0.34
H 0.282 -0.327 2.334 0.37
H 0.365 1.469 0.564 0.39
```

Properties
HOMO-LUMO gap = 8.7561 eV
net charge = +1
HOMO level = -15.30 eV

=====

Formula: C5H6N
Source: the Open Molecules 2025 dataset
Level of theory: the ωB97M-V functional and the def2-TZVPD basis

Structure (XYZ):
```
12
Properties=species:S:1:pos:R:3:mulliken_charge:R:1
C -1.275 1.711 -0.226 -0.03
C -0.023 0.784 1.088 -0.43
C -0.548 0.801 -1.131 -0.26
C 0.490 -1.058 0.319 -0.59
C -0.085 -0.443 1.617 0.05
N 0.472 0.348 -0.275 0.21
H -1.301 0.040 -1.417 0.30
H -0.117 1.347 -2.139 0.38
H 1.513 -1.549 0.355 0.31
H -0.089 -1.786 -0.194 0.29
H -0.391 -0.909 2.512 0.42
H 1.355 0.714 -0.509 0.35
```

Properties
HOMO-LUMO gap (spin up / spin down) = 8.1853 / 8.1860 eV
net charge = +1
HOMO level (spin up / spin down) = -14.41 / -14.41 eV

=====

Formula: C5H6N2
Source: the Open Molecules 2025 dataset
Level of theory: the ωB97M-V functional and the def2-TZVPD basis

Structure (XYZ):
```
13
Properties=species:S:1:pos:R:3:mulliken_charge:R:1
C 0.295 0.440 -2.447 -0.78
C -0.608 0.201 -1.476 -0.22
C -0.345 -0.062 -0.046 0.61
C 0.872 -0.222 0.626 -0.52
C -0.804 -0.267 2.045 -0.27
H 1.381 0.390 -2.265 0.19
H -0.049 0.536 -3.458 0.27
H -1.643 0.282 -1.709 0.37
H 1.873 -0.195 0.235 0.35
H 1.223 -0.222 2.754 0.27
H -1.372 -0.420 2.931 0.41
N 0.545 -0.343 1.947 -0.09
N -1.367 -0.119 0.862 -0.60
```

Properties
HOMO-LUMO gap = 9.0473 eV
HOMO level = -8.23 eV

=====

The records above give, respectively, ΔE to the lowest compared entry with this formula, charge and spin values of 509.35; 777.39; 873.83; 63.00 kJ/mol.